Molecular formula: C24H33GeN2O2S4SbW
Method: DFT, the ωB97M-V functional and the def2-TZVPD basis

Properties
- multiplicity = 1
- HOMO level (eV) = -6.97
- Kohn-Sham gap (eV) = 6.082

Each line ends with the Löwdin charge.
Element x y z (Å)
W: 1.2516 -0.7641 -1.2598  1.02
O: 0.5171 0.8643 -2.2187  -0.38
C: -0.6709 1.2256 -2.6504  -0.36
C: -1.0777 2.5646 -2.6060  -0.01
C: -2.3511 2.9045 -3.0062  -0.05
C: -3.2510 1.9409 -3.4976  -0.08
C: -2.8335 0.6354 -3.6143  -0.04
C: -1.5473 0.2637 -3.1948  -0.14
C: -1.0162 -1.0388 -3.5171  -0.05
N: 0.1312 -1.4812 -3.1330  -0.07
C: 0.6125 -2.7203 -3.7538  -0.17
C: 1.9686 -3.0425 -3.1313  -0.20
N: 1.7457 -2.8662 -1.6977  -0.15
C: 1.5648 -3.9198 -0.9845  -0.07
C: 0.8219 -3.9654 0.2327  -0.22
C: 0.8392 -5.1326 1.0127  -0.05
C: -0.0193 -5.2869 2.0701  -0.09
C: -0.9600 -4.2813 2.3257  -0.06
C: -1.0178 -3.1391 1.5601  -0.02
C: -0.0957 -2.9287 0.5200  -0.39
O: -0.1490 -1.8190 -0.1965  -0.30
H: -0.3831 3.3013 -2.2252  0.12
H: -2.6654 3.9381 -2.9331  0.11
H: -4.2483 2.2283 -3.7985  0.10
H: -3.4889 -0.1180 -4.0365  0.11
H: -1.6482 -1.6641 -4.1536  0.14
H: 0.7027 -2.5847 -4.8329  0.13
H: -0.0890 -3.5366 -3.5583  0.13
H: 2.7279 -2.3432 -3.4766  0.08
H: 2.2733 -4.0647 -3.3649  0.12
H: 1.8925 -4.8768 -1.3968  0.14
H: 1.5505 -5.9115 0.7629  0.12
H: 0.0111 -6.1770 2.6822  0.10
H: -1.6588 -4.4010 3.1445  0.11
H: -1.7431 -2.3701 1.7634  0.10
S: 2.2640 -2.1260 2.3584  -0.09
Sb: 3.8791 -1.5524 4.0287  0.43
S: 3.1737 -0.1182 -1.7967  0.24
S: 2.9058 -1.1139 0.6289  -0.07
S: 5.3468 -0.1618 3.1684  -0.24
C: -0.3118 4.5392 0.9369  -0.11
C: 1.1797 4.7736 1.1529  -0.26
C: 1.9411 3.5360 1.6234  -0.28
C: 2.0279 2.4036 0.5931  -0.34
Ge: 0.6082 1.0434 0.5834  0.81
C: 0.1666 0.5140 2.4238  -0.36
C: -0.8431 1.4174 3.1512  -0.28
C: -2.1929 1.6524 2.4657  -0.29
C: -2.8900 0.3808 2.0072  -0.12
H: -0.8232 5.4631 0.6602  0.07
H: -0.7816 4.1611 1.8495  0.06
H: -0.4971 3.8061 0.1511  0.03
H: 1.3106 5.5705 1.8902  0.10
H: 1.6350 5.1366 0.2254  0.10
H: 1.4868 3.1750 2.5541  0.09
H: 2.9575 3.8353 1.8924  0.11
H: 2.9272 1.8113 0.7762  0.03
H: 2.1160 2.8022 -0.4232  0.06
H: -0.7038 1.5820 -0.0475  -0.02
H: 1.1037 0.5168 2.9862  0.04
H: -0.1684 -0.5219 2.4221  0.02
H: -0.3854 2.3947 3.3370  0.08
H: -1.0258 0.9825 4.1409  0.11
H: -2.0589 2.3076 1.6018  0.06
H: -2.8373 2.1948 3.1628  0.11
H: -2.3246 -0.1016 1.2079  0.05
H: -3.8876 0.5936 1.6199  0.07
H: -2.9943 -0.3310 2.8318  0.08



Molecular formula: C24H33GeN2O2S4SbW
Method: DFT, the ωB97M-V functional and the def2-TZVPD basis

Properties
- multiplicity = 3
- HOMO level (alpha / beta) (eV) = -7.37 / -7.38
- Kohn-Sham gap (alpha / beta) (eV) = 5.757 / 4.960

Each line ends with the Mulliken spin population.
Element x y z (Å)
W: -0.5571 0.5396 1.2409  0.75
O: 0.2822 -1.0417 1.6868  0.03
C: -0.3219 -2.1821 2.0904  0.00
C: -0.0029 -3.4081 1.5183  -0.01
C: -0.6747 -4.5628 1.8912  0.01
C: -1.6379 -4.5271 2.8935  0.00
C: -1.9260 -3.3404 3.5228  0.00
C: -1.2991 -2.1399 3.1324  0.04
C: -1.6008 -0.9227 3.7844  0.01
N: -1.2682 0.2732 3.2835  0.07
C: -1.2301 1.3468 4.2895  0.01
C: -0.5273 2.5193 3.6031  0.01
N: 0.4141 1.9159 2.6646  0.02
C: 1.6940 1.9537 2.9848  -0.01
C: 2.7098 1.4544 2.1355  0.00
C: 4.0685 1.5615 2.4966  -0.01
C: 5.0623 1.1799 1.6293  0.01
C: 4.7416 0.6493 0.3822  -0.01
C: 3.4189 0.5132 0.0037  0.02
C: 2.3935 0.9271 0.8490  -0.02
O: 1.1186 0.9205 0.4281  0.13
H: 0.7699 -3.4464 0.7633  0.00
H: -0.4407 -5.4970 1.4015  0.00
H: -2.1520 -5.4322 3.1793  0.00
H: -2.6637 -3.3022 4.3133  0.00
H: -2.0793 -0.9642 4.7623  0.00
H: -0.6218 1.0161 5.1424  0.00
H: -2.2394 1.5961 4.6454  -0.01
H: -0.0240 3.1661 4.3307  0.00
H: -1.2579 3.1347 3.0510  0.00
H: 1.9953 2.4392 3.9138  0.00
H: 4.3147 1.9873 3.4600  0.00
H: 6.0991 1.2975 1.9048  0.00
H: 5.5248 0.3560 -0.2997  0.00
H: 3.1554 0.1200 -0.9665  0.00
S: -4.5767 1.7785 -1.0076  0.01
Sb: -3.2427 1.3781 0.7496  0.02
S: -2.3867 -0.9286 0.6421  0.35
S: -1.2205 2.7561 0.4937  0.29
S: -4.1559 1.6638 2.7925  0.00
C: -0.8688 -2.0717 -4.2516  0.00
C: 0.3250 -2.7260 -3.5771  0.00
C: 1.0581 -1.8024 -2.6078  -0.02
C: 0.2534 -1.4540 -1.3514  0.15
Ge: -0.7209 0.3360 -1.2816  0.16
C: 0.3637 1.7150 -2.3566  0.04
C: 0.1657 1.7608 -3.8631  0.01
C: -1.2809 1.9819 -4.2992  0.00
C: -1.8898 3.2320 -3.6833  0.00
H: -1.3345 -2.7657 -4.9460  0.00
H: -0.5542 -1.1901 -4.8030  0.00
H: -1.6089 -1.7654 -3.5160  0.00
H: 1.0385 -3.0470 -4.3406  0.00
H: -0.0018 -3.6170 -3.0376  0.00
H: 1.3522 -0.8915 -3.1351  0.00
H: 1.9725 -2.3125 -2.2893  0.00
H: 0.9533 -1.4149 -0.5001  0.00
H: -0.4590 -2.2627 -1.1531  -0.02
H: -1.9899 0.0993 -2.1626  -0.02
H: 1.4095 1.5037 -2.1287  -0.01
H: 0.1431 2.7035 -1.9503  -0.01
H: 0.5440 0.8408 -4.3089  0.00
H: 0.7802 2.5845 -4.2399  0.00
H: -1.8752 1.1081 -4.0285  0.00
H: -1.2963 2.0785 -5.3853  0.00
H: -1.9757 3.1269 -2.6034  0.00
H: -2.8865 3.4036 -4.0761  0.00
H: -1.2736 4.1005 -3.9073  0.00



Relative energy (zero: lowest compared OMol25 entry of this formula, charge and spin)
In order: 17.4; 58.8
Unit: kcal per mole